Entry 1:
# C36H34MnN4O2S3Se

A structure of composition C36H34MnN4O2S3Se (the ωB97M-V functional and the def2-TZVPD basis, OMol25).

Last column: Löwdin spin population.
Cartesian coordinates (Å):
H1 2.90069 8.84763 0.68995  0.00
C1 0.51089 4.92383 0.85503  0.05
H2 3.07355 -2.05604 3.24609  0.00
H3 2.18064 6.67576 -0.25117  0.00
H4 -1.10391 -0.66574 7.05552  0.00
C2 -0.38137 -2.17911 -3.14036  0.01
H5 1.28776 -1.35167 4.87503  0.00
H6 -2.40893 -2.65034 7.73952  0.00
H7 -0.20936 -3.33789 -5.53790  0.00
C3 3.50544 -3.97565 0.75352  0.00
C4 1.63772 -3.00626 -0.40015  0.00
H8 -2.71538 -0.67550 -7.73850  0.00
C5 -0.63164 0.23798 4.52408  0.01
C6 0.93265 1.57211 -3.26001  0.02
C7 -2.73942 -2.90715 4.38068  0.00
C8 -1.08935 -1.75957 -4.39617  0.06
C9 -1.93498 -0.63374 -4.43317  0.06
C10 -2.30117 -2.41157 6.68886  0.00
H9 -0.47770 -3.69785 -7.85454  0.00
S1 1.44175 0.72740 -0.23927  0.08
C11 2.80216 -2.84763 0.34912  0.01
H10 3.34628 -0.80626 -0.08767  0.00
H11 -2.86656 1.86984 -5.40825  0.00
H12 0.44776 8.15648 4.12855  0.00
C12 -1.56679 -1.29559 6.30351  0.00
O1 -3.76833 3.54373 -1.48286  0.02
H13 0.14821 -3.11847 -3.30537  0.00
C13 -1.44757 -2.10864 -6.77255  0.06
S2 -0.96928 1.37596 1.73458  0.09
H14 0.28026 -4.38738 -1.30494  0.00
N1 0.35878 -0.09758 3.51991  0.11
C14 -1.19437 -2.89575 -8.02933  0.01
H15 2.30016 -0.00366 4.31690  0.00
C15 0.43460 6.61792 2.64145  0.01
C16 1.55398 -0.74683 4.00636  0.01
H16 -4.28403 0.88755 -5.14174  0.00
C17 -1.41699 -0.97711 4.96078  0.01
C18 1.89749 -5.40004 -0.31888  0.00
C19 -2.26780 -0.98384 -6.79870  -0.01
C20 0.17256 3.85612 0.39043  -0.07
H17 0.34315 -1.41002 -2.86396  0.00
N2 -2.61205 3.60913 -1.19957  0.01
O2 -2.15411 2.46935 -0.68328  0.01
H18 -2.11794 -3.34250 -8.40467  0.00
C21 -2.00881 -1.79395 3.99902  0.00
H19 -1.89627 -1.54461 2.94972  0.00
C22 1.36277 0.02941 1.33292  0.22
H20 2.03434 9.59551 2.88624  0.00
H21 -1.07550 -2.29289 -2.30651  0.00
H22 -3.19880 -3.53195 3.62527  0.00
C23 -3.39229 0.98245 -5.76221  0.01
C24 -2.88762 -3.21932 5.72777  0.00
Mn1 -0.32823 2.16103 -0.35163  2.07
C25 2.20857 8.22311 1.24173  0.00
C26 -0.86752 -2.47575 -5.56771  -0.01
C27 -2.51807 -0.23684 -5.65879  0.05
N3 2.33554 -0.86111 1.72418  0.14
H23 -1.30015 0.98995 4.10909  0.00
C28 0.91663 6.18289 1.40286  0.01
C29 3.25721 -1.46830 0.76951  0.01
C30 3.06176 -5.24897 0.41806  0.00
C31 0.32146 0.37821 2.23504  0.18
H24 1.54234 -6.38951 -0.57808  0.00
H25 -0.25892 5.98437 3.17885  0.00
Se1 -2.27464 0.36495 -2.87905  0.70
H26 -3.45829 -4.09040 6.02381  0.00
H27 -3.69828 1.13991 -6.79683  0.00
H28 1.43054 -2.47197 2.73997  0.00
C32 1.80954 7.00736 0.70961  0.01
C33 0.83401 7.83567 3.16859  0.00
C34 1.18773 -4.27644 -0.72581  0.00
S3 0.42503 2.94929 -2.42684  0.02
C35 2.11668 -1.63678 2.92872  0.01
H29 -0.12864 0.68751 5.38696  0.00
C36 1.72335 8.64400 2.47299  0.01
N4 1.26881 0.64154 -3.86375  0.00
H30 1.08591 -2.13115 -0.72507  0.00
H31 4.41210 -3.85597 1.33723  0.00
H32 -0.79924 -2.25350 -8.81894  0.00
H33 4.23768 -1.54026 1.24859  0.00
H34 3.62182 -6.11893 0.73770  0.00

Forces on the atoms, in the same order (eV/Å):
H 0.00 0.00 0.00
C 0.02 0.06 0.07
H 0.01 0.00 0.00
H 0.00 0.00 0.00
H 0.00 0.00 0.00
C -0.03 0.02 -0.07
H 0.00 0.00 0.01
H 0.00 0.00 0.00
H 0.00 0.00 0.00
C 0.00 -0.02 -0.03
C -0.01 -0.01 0.04
H 0.00 0.00 0.00
C 0.00 -0.01 0.00
C -0.06 -0.01 -0.01
C 0.01 0.01 0.00
C 0.04 -0.02 -0.03
C 0.02 0.02 -0.02
C 0.00 0.01 -0.01
H 0.00 0.00 0.00
S 0.00 -0.01 -0.02
C 0.01 -0.02 0.00
H 0.02 -0.01 -0.01
H -0.01 -0.01 -0.01
H 0.00 0.00 0.00
C 0.00 -0.01 0.00
O -0.06 0.05 0.02
H 0.01 0.02 0.00
C -0.01 0.02 0.01
S -0.04 -0.02 -0.04
H 0.01 -0.01 0.01
N -0.03 0.03 0.01
C 0.00 0.01 0.00
H 0.01 0.00 0.00
C 0.00 0.00 0.00
C 0.00 0.00 0.00
H 0.01 -0.01 0.01
C 0.00 0.00 -0.02
C 0.00 0.01 0.00
C 0.02 0.00 0.01
C -0.02 -0.08 -0.03
H -0.01 -0.01 0.00
N 0.04 -0.08 -0.06
O -0.02 0.15 0.08
H 0.00 0.00 0.00
C 0.00 0.00 0.02
H 0.00 0.00 0.00
C 0.01 -0.01 0.04
H 0.00 0.00 0.00
H 0.00 -0.01 0.00
H 0.00 0.00 0.00
C 0.01 0.01 0.01
C 0.00 0.01 0.00
Mn 0.07 -0.06 -0.03
C 0.00 -0.01 -0.01
C -0.01 0.00 0.05
C -0.02 -0.02 -0.02
N -0.02 0.04 -0.01
H 0.01 0.00 0.00
C 0.02 0.01 -0.03
C -0.01 -0.01 0.03
C -0.01 0.02 0.00
C 0.04 0.00 -0.02
H 0.00 0.00 0.00
H 0.00 0.00 0.00
Se -0.03 -0.03 0.01
H 0.00 0.00 0.00
H 0.00 0.00 0.00
H 0.00 -0.01 0.00
C 0.00 0.00 0.02
C -0.01 0.00 0.00
C 0.00 0.00 0.00
S -0.04 -0.05 -0.01
C 0.00 0.00 -0.03
H 0.01 0.00 0.01
C 0.00 0.00 0.00
N 0.08 0.06 0.00
H 0.01 -0.01 0.01
H 0.00 0.00 0.00
H 0.00 0.00 0.00
H 0.00 0.01 0.01
H 0.00 0.00 0.00

Values from the calculation:
highest occupied orbital energy (spin up / spin down) = -4.29 / -5.21 eV
net charge = -1
frontier orbital gap (spin up / spin down) = 6.5 / 6.2 eV
<S²> = 6.08
2S+1 = 5

Entry 2:
# C36H35BClCrIN6O3S2

A structure of composition C36H35BClCrIN6O3S2 (the ωB97M-V functional and the def2-TZVPD basis, OMol25).

Last column: Löwdin spin population.
Cartesian coordinates (Å):
C1 -2.06608 -4.77977 -1.10162  0.00
Cl1 5.09203 3.44617 2.96108  0.00
C2 2.47803 0.63124 0.48465  0.00
C3 -4.90238 0.43319 0.50483  0.23
H1 -0.33761 7.19212 -0.66536  0.00
C4 0.01428 -4.36559 0.36559  0.00
H2 0.11829 4.59101 2.96381  0.00
Cr1 -0.16164 -0.14335 -0.26343  2.97
O1 -0.53987 -2.97165 -1.44186  -0.01
C5 -1.65330 -0.21513 2.17183  0.07
C6 2.69687 2.66179 1.90749  0.00
H3 -5.09549 0.77682 -1.62374  0.00
C7 3.13785 1.28624 -3.79800  0.00
C8 -0.86955 -0.81492 -3.05698  0.02
C9 3.86196 0.47581 0.59928  0.01
C10 4.65572 1.35010 1.34003  0.00
H4 -0.34538 -5.14958 -3.05430  0.00
C11 -0.67374 -5.28798 1.35682  0.00
H5 -2.02372 5.06385 -0.93628  0.00
C12 2.02359 3.70865 2.57213  0.01
H6 -2.17852 -5.83891 -0.86810  0.00
C13 -0.19261 4.36971 -1.24571  0.00
H7 -0.63007 -6.32255 1.01195  0.00
H8 5.72239 1.19029 1.41216  0.00
H9 -5.34717 0.28305 3.20135  0.00
C14 -4.31032 0.13757 2.92300  0.04
C15 1.87862 0.14088 -5.49939  0.00
H10 0.00622 6.26164 0.81126  0.00
I1 4.65891 -1.19511 -0.38355  0.00
N1 -2.14914 0.16992 -0.11216  0.19
O2 1.73419 -0.21204 -0.16123  0.03
H11 -1.62651 6.83919 0.48915  0.00
H12 -1.19283 -0.53155 5.52020  0.00
O3 -0.16884 -3.00048 0.79111  -0.01
N2 0.57465 1.97017 0.93671  0.01
H13 -1.74955 -1.25644 -2.62082  0.00
H14 -2.71087 0.68517 -2.06109  0.01
C16 0.66458 3.82314 2.43145  0.00
S1 -0.53781 -1.04737 -4.72081  0.01
H15 -2.46680 -4.59844 -2.09943  0.00
H16 1.10697 -0.97693 4.66078  0.00
C17 -2.01637 -0.28840 3.54203  0.05
H17 2.01864 -3.95353 -0.33754  0.00
H18 -2.64559 -4.18864 -0.39137  0.00
C18 -3.07816 0.47353 -1.06830  0.14
C19 4.08072 2.40975 1.99620  0.01
H19 -1.09592 3.01488 1.44882  0.00
C20 -0.59615 -4.36564 -1.07414  0.00
H20 1.44548 5.32089 -0.42157  0.00
C21 1.90385 1.78870 1.11480  0.00
H21 1.76082 3.93184 -1.39578  0.00
N3 0.00889 -0.14964 -2.36899  0.00
H22 1.73495 -0.18649 -6.52048  0.00
H23 -5.95820 0.49324 0.73403  0.01
C22 0.93831 -0.16095 -4.52267  0.00
B1 -0.35368 -2.20090 -0.31133  -0.05
C23 -3.96855 0.21902 1.54490  0.01
C24 -0.98040 -0.52780 4.45803  0.00
C25 -4.42220 0.57512 -0.80098  0.08
H24 -0.16512 -5.21966 2.31876  0.00
H25 3.73803 1.12836 -5.85826  0.00
H26 1.17758 -4.76596 -2.25375  0.00
C26 0.29177 -0.76054 3.98380  0.05
N4 1.11937 4.64341 -1.09187  0.00
H27 -1.71317 -5.00128 1.50640  0.00
H28 2.31373 1.35016 -1.82828  0.00
C27 2.98829 0.86881 -5.12272  0.00
H29 1.90750 -4.39197 1.36413  0.00
C28 1.06409 0.25049 -3.18752  0.00
H30 0.26575 -6.21581 -1.77891  0.00
N5 -1.06967 5.20327 -0.65258  0.00
C29 -3.37179 -0.09845 3.88871  -0.01
C30 1.52127 -4.61838 0.36999  0.00
H31 4.01905 1.84709 -3.51433  0.00
C31 -2.61490 0.07044 1.17744  0.07
S2 -0.71784 3.07166 -2.14839  0.00
H32 1.52030 -0.98259 2.22197  0.00
H33 1.75602 -5.65528 0.12688  0.00
C32 0.54367 -0.73188 2.61118  0.00
C33 -0.02354 2.93635 1.59228  0.01
C34 0.18118 -5.17617 -2.09973  0.00
H34 -3.65482 -0.14409 4.93364  0.00
N6 -0.38443 -0.41949 1.72374  0.04
C35 -0.73008 6.43779 0.02393  0.00
H35 2.57609 4.39000 3.20423  0.00
C36 2.18984 0.99881 -2.83918  0.00

Forces on the atoms, in the same order (eV/Å):
C 0.11 0.13 0.05
Cl 0.02 0.09 0.03
C 0.39 -0.08 -0.06
C 0.03 -0.12 0.85
H 0.03 -0.02 0.02
C 0.19 -0.06 -0.09
H -0.02 -0.01 -0.01
Cr -0.32 0.85 -0.02
O 0.05 -0.21 -0.25
C -0.77 0.23 -0.26
C -0.20 -0.15 -0.16
H 0.00 0.07 0.03
C -0.03 0.03 0.10
C 0.14 -0.02 -0.12
C -0.57 -0.46 -0.40
C -0.04 0.32 0.22
H 0.00 -0.02 0.00
C 0.02 0.12 -0.03
H -0.03 -0.13 0.03
C -0.32 -0.01 -0.02
H -0.05 0.00 0.01
C -0.07 -0.01 -0.19
H -0.01 -0.02 0.03
H 0.00 -0.02 0.01
H -0.01 -0.04 -0.01
C 0.22 -0.08 0.60
C 0.15 0.09 -0.04
H -0.04 0.00 0.03
I 0.08 0.24 0.18
N -0.48 0.33 -0.35
O 0.94 0.04 0.15
H 0.00 -0.03 0.03
H 0.00 -0.07 0.01
O -0.06 -0.25 0.24
N -0.10 0.01 -0.02
H -0.02 0.03 0.07
H 0.06 -0.04 -0.03
C 0.30 0.23 0.22
S -0.01 0.09 0.15
H 0.01 -0.01 -0.01
H -0.01 -0.01 -0.02
C 0.67 -0.07 0.06
H 0.05 -0.03 0.00
H -0.02 -0.04 0.01
C -0.52 0.05 0.13
C 0.35 -0.18 -0.10
H -0.01 0.05 -0.03
C -0.20 -0.16 0.06
H 0.00 -0.07 -0.03
C 0.29 0.21 0.11
H 0.00 0.01 -0.04
N -0.24 -0.06 -0.31
H 0.03 0.01 0.00
H 0.01 0.05 -0.02
C -0.24 -0.07 0.21
B 0.10 -0.50 -0.08
C -0.11 0.05 -0.94
C -0.27 0.05 -0.34
C 0.50 -0.01 -0.56
H 0.01 -0.03 0.00
H 0.01 -0.04 0.01
H 0.01 -0.04 0.03
C 0.21 -0.08 0.29
N 0.06 0.11 0.20
H 0.00 -0.04 -0.02
H 0.00 -0.02 0.01
C -0.10 -0.07 -0.11
H -0.01 -0.03 0.01
C 0.32 0.03 -0.50
H 0.01 -0.02 -0.03
N 0.01 0.24 0.12
C -0.56 0.15 -0.13
C -0.12 0.11 -0.01
H -0.02 0.03 0.00
C 0.18 -0.14 0.63
S -0.07 -0.08 -0.11
H 0.06 0.06 -0.03
H 0.03 0.01 -0.02
C -0.28 0.02 -0.22
C -0.16 -0.37 -0.37
C -0.02 0.13 0.05
H -0.01 0.00 -0.01
N 0.37 -0.34 1.05
C 0.10 0.02 -0.12
H 0.03 -0.01 0.00
C -0.02 0.06 0.15

Values from the calculation:
highest occupied orbital energy (spin up / spin down) = -4.58 / -7.63 eV
net charge = 0
frontier orbital gap (spin up / spin down) = 4.6 / 7.5 eV
<S²> = 6.09
2S+1 = 5

Entry 3:
# C36H35BCrO6S

A structure of composition C36H35BCrO6S (the ωB97M-V functional and the def2-TZVPD basis, OMol25).

Last column: Löwdin spin population.
Cartesian coordinates (Å):
C1 0.48710 -0.84610 2.54439  0.15
C2 2.95308 -6.36644 -1.29324  0.01
C3 -0.02768 -1.75280 -1.94266  0.03
H1 -1.22526 4.43832 -2.97332  0.00
H2 2.77950 -7.04506 -0.45080  0.00
H3 6.46000 1.44651 1.13442  0.00
C4 0.07680 4.35369 1.51839  0.00
H4 -1.96754 3.25362 0.42922  0.00
C5 4.17032 -3.23973 0.23063  0.06
H5 -1.20777 -3.79907 -5.10512  0.00
O1 3.82293 -5.31120 -0.85323  0.14
H6 6.84355 1.25741 -1.34493  0.00
C6 -1.93946 3.84640 -0.49497  0.00
H7 -0.58360 0.58459 3.88818  0.00
C7 1.81096 1.40868 5.26696  0.03
C8 3.38620 -4.42408 0.08456  0.14
C9 3.20426 1.24544 0.08979  0.02
C10 0.51263 4.60145 0.07692  0.00
C11 1.99647 0.61505 0.65989  0.32
H8 0.39990 5.11885 -2.68967  0.00
H9 -2.39910 4.82491 -0.29605  0.00
H10 -0.68419 5.10264 1.81445  0.00
H11 1.62945 1.19121 1.52523  0.01
C12 2.33410 -2.19343 1.39743  0.15
C13 1.82583 -1.01875 2.11893  0.08
H12 4.15209 1.71164 2.00141  0.00
H13 0.61562 -3.47437 1.78167  0.00
H14 0.94727 4.47083 2.18174  0.00
H15 0.19680 6.74704 0.31204  0.00
H16 1.65790 -5.53333 0.84779  0.00
H17 1.86256 6.16683 0.60193  0.00
C14 2.39431 -1.35329 -3.58142  -0.01
O2 1.68788 3.78246 -0.21932  0.01
H18 4.90397 1.19424 -2.90032  0.00
C15 0.17565 -3.70492 -3.43805  0.03
H19 -1.59386 -0.39540 -2.47506  0.00
H20 2.25786 0.89716 6.12694  0.01
H21 0.88322 1.88658 5.57346  0.00
C16 4.32230 1.50944 0.93148  0.07
C17 0.61545 -2.96718 -2.32903  0.00
C18 1.11557 0.09265 -0.30949  0.02
H22 5.17230 -3.23994 -0.19797  0.00
O3 1.90991 -1.83363 -6.76620  0.04
H23 4.15717 -1.14875 0.79868  0.00
C19 2.15843 -4.55482 0.78334  0.06
C20 1.60939 -3.40636 1.33362  0.07
H24 3.51114 -6.85937 -2.09215  0.00
C21 5.82577 1.32100 -0.94938  0.08
B1 1.29399 2.81066 -1.06487  0.00
C22 -1.11033 -1.33574 -2.74330  0.02
C23 -0.59283 4.95793 -2.24282  0.00
O4 3.54195 -1.14473 -3.45814  0.00
H25 2.56710 1.31270 -2.01402  0.00
C24 0.35477 0.13848 3.55716  0.04
H26 -0.33237 -1.27390 1.97097  0.01
Cr1 0.58581 -1.64208 -3.98895  0.83
H27 -1.04788 5.92576 -1.98306  0.00
H28 1.25748 6.29843 -1.06940  0.00
H29 2.50672 2.18346 4.94587  0.01
H30 -2.43751 -1.72600 -4.38777  0.00
C25 -1.56335 -2.07668 -3.83631  0.04
C26 0.53176 -0.78350 -0.96659  0.17
H31 1.45946 -3.33980 -1.74593  0.00
C27 1.29798 -1.85856 -5.77418  0.02
C28 1.57573 0.50408 4.12018  0.16
C29 0.57997 0.21471 -4.37755  0.02
C30 0.97608 6.04496 -0.03812  0.00
H32 0.67649 -4.64026 -3.71257  0.00
C31 4.72250 1.28763 -1.81875  0.00
C32 -0.88969 -3.24095 -4.22110  0.01
C33 5.62085 1.44111 0.43479  -0.01
C34 3.60988 -2.11097 0.80941  0.03
O5 -0.00887 2.79098 -1.41872  0.00
C35 3.41164 1.34371 -1.30901  0.06
H33 2.01712 -5.93514 -1.67786  0.00
H34 -2.50475 3.32677 -1.27925  0.00
S1 2.87858 -0.31105 3.36159  0.04
H35 -0.35304 3.35139 1.68363  0.00
C36 -0.53471 4.07983 -0.99798  0.00
O6 0.74109 1.33901 -4.66164  0.03

Forces on the atoms, in the same order (eV/Å):
C -0.07 1.14 -0.02
C 0.06 -0.19 0.20
C 0.73 1.21 0.46
H 0.11 0.31 0.06
H -0.12 -0.05 -0.38
H -0.22 0.29 -0.32
C 0.07 -0.30 0.31
H -0.07 0.14 -0.39
C -0.14 0.72 -0.09
H 0.15 0.24 0.28
O -0.31 1.82 1.73
H -0.43 -0.06 0.09
C -0.09 -0.14 0.31
H 0.22 -0.35 -0.02
C 0.14 0.30 -0.02
C 0.49 -0.98 -1.30
C 0.46 -0.34 0.19
C -1.05 0.61 0.40
C -0.18 3.52 -1.12
H -0.31 0.01 0.14
H 0.00 -0.34 -0.06
H 0.41 -0.43 -0.20
H -0.20 -0.61 -0.31
C -0.38 1.46 0.32
C 0.08 -2.42 1.87
H 0.15 -0.47 -0.64
H 0.39 0.06 0.04
H -0.29 0.05 -0.20
H 0.34 -0.37 -0.23
H 0.11 0.71 -0.13
H -0.33 0.01 -0.17
C 4.60 1.02 0.22
O 1.42 -2.18 -1.28
H -0.19 0.32 0.60
C 0.16 -0.89 0.68
H 0.06 -0.27 -0.20
H -0.11 0.00 -0.17
H -0.01 -0.07 0.07
C -0.11 -0.11 0.40
C 0.07 -0.80 1.03
C -1.33 -2.59 -0.82
H -0.30 0.09 -0.04
O -2.69 -0.25 3.87
H -0.28 -0.79 0.16
C -0.48 0.33 -0.07
C -0.32 -1.10 0.02
H -0.23 -0.01 0.23
C -0.36 -0.38 -0.26
B -1.89 2.64 2.44
C -1.20 0.43 0.86
C 0.02 -0.17 -0.05
O -4.24 -0.88 -0.22
H -0.03 -0.65 -0.02
C 0.05 -0.65 -0.62
H 0.03 0.11 0.31
Cr 0.71 0.74 -1.81
H 0.22 -0.31 -0.23
H -0.05 0.02 0.41
H 0.09 0.15 0.21
H 0.39 -0.05 0.00
C -0.96 0.02 0.14
C 0.61 0.51 0.09
H -0.19 0.22 -0.20
C 2.96 -0.03 -4.42
C -0.30 -0.60 -0.31
C 1.03 4.86 -1.02
C -0.02 0.25 -0.31
H -0.09 0.50 0.12
C 0.36 0.81 -0.19
C -0.35 -0.30 -0.40
C -0.50 0.32 -0.03
C 1.37 -0.85 -0.42
O 2.61 -2.45 -0.82
C 0.51 -0.51 0.01
H 0.20 -0.23 0.18
H 0.02 0.24 0.25
S 0.07 0.00 -0.25
H 0.25 0.31 -0.09
C -0.43 1.92 0.03
O -0.85 -4.25 1.18

Values from the calculation:
highest occupied orbital energy (spin up / spin down) = -15.14 / -16.57 eV
net charge = +3
frontier orbital gap (spin up / spin down) = 5.2 / 5.3 eV
<S²> = 3.84
2S+1 = 4

Quick rundown of E, same order as above: -6508.6707; -4570.8983; -3310.6195 a.u.
Quick rundown of energy above the lowest of the compared OMol25 structures with the same formula, charge and spin, same order as above: 3.47; 25.48; 93.44 kcal/mol